(1)
A structure of composition C4H6AsF9N3O11Pt in a non-equilibrium geometry, computed with wB97M-V/def2-TZVPD.

The value obtained for the HOMO-LUMO gap (spin up / spin down) is 7.13 / 6.78 eV. The LUMO energy (spin up / spin down) is 7.01 / 7.01 eV. The HOMO energy (spin up / spin down) comes out at -0.0045 / 0.0085 Ha.

Geometry as ORCA input:
```
! RIJCOSX wB97M-V def2-TZVPD def2/J DEFGRID3
* xyz -3 3
Pt 0.280 0.155 1.205
N -2.127 -1.093 2.062
O -3.307 -1.426 2.081
O -1.369 -1.461 1.088
O -1.583 -0.430 2.961
N 1.905 -2.766 2.229
O 1.689 -1.550 2.023
O 2.282 -3.144 3.355
O 1.781 -3.592 1.292
N 1.019 2.596 3.281
O 1.026 1.358 2.976
O 0.762 3.444 2.439
O 1.312 2.904 4.452
As -2.967 2.166 -0.443
F -3.071 0.528 -0.988
F -2.011 2.585 -1.831
F -2.839 3.807 0.108
F -3.962 1.780 0.925
F -1.495 1.777 0.436
F -4.418 2.558 -1.344
C 1.204 0.672 -1.394
O 0.629 -0.541 -0.836
O 1.172 1.535 -0.398
C 2.621 0.476 -1.933
F 2.667 -0.347 -3.028
F 3.173 1.630 -2.288
F 3.452 -0.098 -1.030
C 0.737 -1.801 -1.424
C -0.150 -2.011 -2.654
H -0.001 -1.201 -3.380
H 0.082 -2.997 -3.048
H -1.199 -1.875 -2.378
H 0.401 -2.498 -0.654
H 1.763 -2.116 -1.633
H 0.543 0.978 -2.229
*
```

Atomic partial charges in e from the Löwdin method, atoms 1 to 4: atom 1 (Pt): 1.366, atom 2 (N): -0.592, atom 3 (O): -0.021, atom 4 (O): -0.157


(2)
A structure of composition C4H6B2F8FeO4 in a non-equilibrium geometry, computed with wB97M-V/def2-TZVPD.

The value obtained for the HOMO-LUMO gap (spin up / spin down) is 8.49 / 7.35 eV. The LUMO energy (spin up / spin down) is 5.51 / 5.51 eV. The HOMO energy (spin up / spin down) comes out at -0.1094 / -0.0677 Ha. The energy above the lowest of the compared OMol25 structures with the same formula, charge and spin comes out at 8.2 kcal/mol.

Geometry as ORCA input:
```
! RIJCOSX wB97M-V def2-TZVPD def2/J DEFGRID3
* xyz -2 5
Fe -0.012 -0.055 -0.063
B -2.125 -2.669 -0.229
F -0.830 -2.171 0.166
F -1.974 -4.008 -0.660
F -2.983 -2.628 0.864
F -2.614 -1.884 -1.280
B -1.079 2.183 -1.315
F -1.608 0.917 -0.900
F -1.507 3.171 -0.381
F 0.335 2.096 -1.192
F -1.488 2.549 -2.582
C 3.116 -1.009 -2.332
C 1.922 -0.820 -1.450
O 1.979 -1.082 -0.224
O 0.831 -0.435 -1.959
H 3.973 -0.420 -2.006
H 2.867 -0.793 -3.370
H 3.455 -2.050 -2.300
C -0.415 1.643 3.597
C -0.192 0.886 2.312
O 0.669 1.296 1.477
O -0.840 -0.164 2.090
H 0.032 1.107 4.434
H -1.491 1.686 3.780
H -0.020 2.654 3.523
*
```

Atomic partial charges in e from the Löwdin method, atoms 1 to 4: atom 1 (Fe): 0.969, atom 2 (B): -1.226, atom 3 (F): 0.051, atom 4 (F): 0.065


(3)
A structure of composition C4H6B3F12N2Ni in a non-equilibrium geometry, computed with wB97M-V/def2-TZVPD.

The value obtained for the HOMO-LUMO gap (spin up / spin down) is 11.63 / 11.60 eV. The LUMO energy (spin up / spin down) is 2.62 / 2.62 eV. The HOMO energy (spin up / spin down) comes out at -0.3310 / -0.3299 Ha. The energy above the lowest of the compared OMol25 structures with the same formula, charge and spin comes out at 0.0 kcal/mol.

Geometry as ORCA input:
```
! RIJCOSX wB97M-V def2-TZVPD def2/J DEFGRID3
* xyz -1 3
Ni -0.290 0.273 0.064
B -2.613 0.791 1.389
F -2.517 0.385 0.003
F -2.680 -0.375 2.136
F -1.369 1.454 1.619
F -3.657 1.660 1.640
B 2.224 0.716 1.854
F 3.126 1.766 2.115
F 2.783 -0.175 0.926
F 1.949 0.030 3.047
F 1.046 1.309 1.254
B 0.315 -1.325 -2.044
F 1.112 -0.452 -1.316
F 0.793 -2.630 -2.022
F -0.936 -1.239 -1.337
F 0.088 -0.839 -3.347
C -1.301 2.669 -3.671
C -0.867 2.236 -2.355
N -0.521 1.901 -1.326
H -2.366 2.514 -3.831
H -0.795 2.010 -4.379
H -1.073 3.729 -3.760
C 1.609 -3.055 2.458
C 0.650 -2.190 1.759
N -0.101 -1.486 1.279
H 2.570 -2.603 2.222
H 1.400 -4.062 2.098
H 1.422 -3.012 3.527
*
```

Atomic partial charges in e from the Löwdin method, atoms 1 to 4: atom 1 (Ni): 0.814, atom 2 (B): -1.234, atom 3 (F): 0.050, atom 4 (F): 0.124


(4)
A cluster of 3 separate species, C4H6Br2Cl6 in total in a non-equilibrium geometry, computed with wB97M-V/def2-TZVPD.

The value obtained for the HOMO-LUMO gap (spin up / spin down) is 8.48 / 2.26 eV. The LUMO energy (spin up / spin down) is -4.10 / -10.32 eV. The HOMO energy (spin up / spin down) comes out at -0.4624 / -0.4624 Ha.

Geometry as ORCA input:
```
! RIJCOSX wB97M-V def2-TZVPD def2/J DEFGRID3
* xyz 1 2
Br -2.895 -2.012 2.858
C -2.026 -3.281 1.626
C -0.492 -3.158 1.601
Br 0.303 -3.645 3.316
H -2.328 -2.965 0.628
H -2.444 -4.270 1.814
H -0.219 -2.163 1.251
H -0.092 -3.863 0.871
C 0.208 4.350 -1.953
Cl -1.510 3.715 -1.895
Cl 1.030 4.638 -0.430
Cl 0.027 5.898 -2.816
H 0.727 3.673 -2.631
C 2.020 0.543 -0.859
Cl 1.385 0.792 -2.457
Cl 0.735 0.263 0.338
Cl 2.992 1.875 -0.351
H 2.580 -0.391 -0.910
*
```

Atomic partial charges in e from the Löwdin method, atoms 1 to 4: atom 1 (Br): 0.951, atom 2 (C): -0.588, atom 3 (C): -0.618, atom 4 (Br): 0.914


(5)
A structure of composition C4H6Br2N2 in a non-equilibrium geometry, computed with wB97M-V/def2-TZVPD.

The value obtained for the HOMO-LUMO gap (spin up / spin down) is 7.30 / 5.90 eV. The LUMO energy (spin up / spin down) is -1.46 / -1.86 eV. The HOMO energy (spin up / spin down) comes out at -0.3217 / -0.2852 Ha. The energy above the lowest of the compared OMol25 structures with the same formula, charge and spin comes out at 103.8 kcal/mol.

Geometry as ORCA input:
```
! RIJCOSX wB97M-V def2-TZVPD def2/J DEFGRID3
* xyz 0 1
C -0.038 -0.689 0.002
C 0.484 0.628 -0.185
C 0.492 -1.808 2.105
C -0.176 1.357 -1.395
N 0.299 -1.533 0.884
N 1.397 0.882 0.662
Br 0.291 -3.800 -0.332
Br 2.162 2.521 0.656
H -0.709 -0.866 -0.844
H 0.100 -1.376 2.902
H 0.980 -2.631 2.433
H -0.014 2.368 -1.216
H -1.203 1.171 -1.405
H 0.306 0.974 -2.264
*
```

Atomic partial charges in e from the Löwdin method, atoms 1 to 4: atom 1 (C): -0.153, atom 2 (C): -0.442, atom 3 (C): 0.060, atom 4 (C): -0.007


(6)
A cluster of 2 separate species, C4H6Br2N2O in total in a non-equilibrium geometry, computed with wB97M-V/def2-TZVPD.

The value obtained for the HOMO-LUMO gap (spin up / spin down) is 4.12 / 7.89 eV. The LUMO energy (spin up / spin down) is -3.96 / -0.22 eV. The HOMO energy (spin up / spin down) comes out at -0.2972 / -0.2982 Ha. The energy above the lowest of the compared OMol25 structures with the same formula, charge and spin comes out at 43.0 kcal/mol.

Geometry as ORCA input:
```
! RIJCOSX wB97M-V def2-TZVPD def2/J DEFGRID3
* xyz 0 1
C 0.921 0.789 0.498
C 0.677 0.343 -0.926
C -0.072 0.055 1.349
C -0.853 0.083 -0.799
N -1.649 0.016 -1.742
N -1.286 0.056 0.464
O -1.917 -0.361 -2.867
Br 2.116 -2.627 0.642
Br -2.830 -0.808 1.098
H 2.004 0.713 0.650
H 0.840 1.806 0.407
H 0.826 0.956 -1.693
H 1.263 -0.540 -1.007
H 0.420 -1.029 1.575
H -0.460 0.551 2.351
*
```

Atomic partial charges in e from the Löwdin method, atoms 1 to 4: atom 1 (C): -0.222, atom 2 (C): -0.069, atom 3 (C): -0.225, atom 4 (C): -0.408


(7)
A cluster of 2 separate species, C4H6Br2O in total in a non-equilibrium geometry, computed with wB97M-V/def2-TZVPD.

The value obtained for the HOMO-LUMO gap (spin up / spin down) is 6.78 / 7.95 eV. The LUMO energy (spin up / spin down) is 0.53 / -1.98 eV. The HOMO energy (spin up / spin down) comes out at -0.2299 / -0.3652 Ha. The energy above the lowest of the compared OMol25 structures with the same formula, charge and spin comes out at 69.2 kcal/mol.

Geometry as ORCA input:
```
! RIJCOSX wB97M-V def2-TZVPD def2/J DEFGRID3
* xyz 0 3
C 0.379 -0.101 -1.405
C -1.097 -0.083 1.684
C -0.180 0.114 -2.549
C 0.251 -0.095 2.060
O 1.064 0.938 1.447
Br 2.084 -1.108 -0.975
Br -2.262 -1.465 2.324
H -1.117 0.485 -2.523
H 0.091 -0.287 -3.553
H -1.174 0.444 0.566
H 0.224 0.564 -0.443
H 0.967 -0.976 2.515
H 0.770 1.569 0.852
*
```

Atomic partial charges in e from the Löwdin method, atoms 1 to 4: atom 1 (C): -0.554, atom 2 (C): -0.611, atom 3 (C): -0.079, atom 4 (C): -0.299


(8)
A structure of composition C4H6Br4 in a non-equilibrium geometry, computed with wB97M-V/def2-TZVPD.

The value obtained for the HOMO-LUMO gap (spin up / spin down) is 7.61 / 7.38 eV. The LUMO energy (spin up / spin down) is 0.24 / -2.49 eV. The HOMO energy (spin up / spin down) comes out at -0.2709 / -0.3626 Ha. The energy above the lowest of the compared OMol25 structures with the same formula, charge and spin comes out at 0.0 kcal/mol.

Geometry as ORCA input:
```
! RIJCOSX wB97M-V def2-TZVPD def2/J DEFGRID3
* xyz 0 3
C 1.172 -0.917 -1.656
C -0.950 1.291 1.061
C 0.211 0.465 1.014
C -0.116 -1.086 -0.911
Br -0.963 2.871 2.414
Br 0.506 -0.788 2.563
Br -1.664 -0.173 -1.622
Br -0.505 -2.602 0.142
H 1.081 -1.409 -2.608
H 1.225 0.146 -1.704
H 1.957 -1.349 -1.007
H -1.162 1.903 0.140
H -1.986 0.854 1.231
H 1.195 0.793 0.943
*
```

Atomic partial charges in e from the Löwdin method, atoms 1 to 4: atom 1 (C): -0.198, atom 2 (C): -0.710, atom 3 (C): -0.586, atom 4 (C): -1.221


| no. | molar mass (g mol⁻¹) |
| --- | --- |
| 1 | 713.1 |
| 2 | 347.5 |
| 3 | 401.2 |
| 4 | 426.6 |
| 5 | 241.9 |
| 6 | 257.9 |
| 7 | 229.9 |
| 8 | 373.7 |